No. 1
Formula: C5H11NO2
Source: the OMol25 dataset
Level of theory: ωB97M-V/def2-TZVPD

Its relative energy (zero: lowest compared OMol25 entry of this formula, charge and spin) is 168.3 kcal per mole. The total energy is -402.109884 Ha. The orbital gap comes out at 10.44 eV. For the HOMO energy, the calculation gives -0.3520 hartree.

```
19
C5H11NO2 ωB97M-V/def2-TZVPD
C -0.845 -1.992 -0.166
C -1.024 -0.401 -0.560
C 0.069 0.651 -0.071
C 1.572 0.619 -0.388
C -0.466 1.922 0.400
H 0.272 -2.204 -0.266
H -1.462 -2.116 1.167
H -1.655 -2.553 -0.786
H -0.949 -0.238 -1.716
H -1.904 0.696 0.882
H 1.584 0.780 -1.619
H 1.881 1.598 0.241
H 3.092 -1.101 -0.265
H 1.872 -0.730 1.023
H -1.655 1.829 0.131
H 0.140 2.907 0.660
N 2.110 -0.790 -0.077
O -2.314 0.221 0.027
O -0.320 0.901 1.384
```

These are the Mulliken partial charges, in e, on atoms 1 to 6: atom 1 (C): -1.02, atom 2 (C): 0.27, atom 3 (C): 0.52, atom 4 (C): -0.46, atom 5 (C): -0.87, atom 6 (H): 0.38

No. 2
Formula: C11H10O3
Source: the OMol25 dataset
Level of theory: ωB97M-V/def2-TZVPD

Its relative energy (zero: lowest compared OMol25 entry of this formula, charge and spin) is 0.0 kcal per mole. The total energy is -650.841813 Ha. The orbital gap comes out at 8.84 eV. For the HOMO energy, the calculation gives -0.3395 hartree.

```
24
C11H10O3 ωB97M-V/def2-TZVPD
C -2.973 0.321 -0.051
C -2.565 1.620 -0.147
C -2.182 -0.797 0.372
C -1.299 1.990 0.306
C -0.884 -0.363 0.651
C -0.466 0.972 0.640
C 0.171 -1.282 0.857
C 0.984 1.055 1.051
C 1.490 -0.457 0.781
C 1.293 -0.201 -1.851
C 2.077 -0.810 -0.600
O 0.117 -2.483 1.107
O 1.607 1.890 1.626
O 2.369 -0.916 1.754
H -4.037 0.064 -0.212
H -3.232 2.440 -0.492
H -2.557 -1.755 0.458
H -0.918 2.977 0.169
H 0.149 -0.451 -1.694
H 1.466 -0.710 -2.790
H 1.368 0.921 -1.910
H 3.094 -0.486 -0.688
H 1.996 -1.975 -0.649
H 2.933 -1.566 1.311
```

These are the Mulliken partial charges, in e, on atoms 1 to 6: atom 1 (C): -0.27, atom 2 (C): -0.59, atom 3 (C): -0.94, atom 4 (C): -0.47, atom 5 (C): 0.36, atom 6 (C): 0.66

No. 3
Formula: C22H19N5OS
Source: the OMol25 dataset
Level of theory: ωB97M-V/def2-TZVPD

Its relative energy (zero: lowest compared OMol25 entry of this formula, charge and spin) is 76.5 kcal per mole. The total energy is -1596.845902 Ha. The orbital gap comes out at 8.43 eV. For the HOMO energy, the calculation gives -0.3089 hartree.

```
48
C22H19N5OS ωB97M-V/def2-TZVPD
O -5.547 0.219 1.219
N -3.623 1.475 3.891
N -0.158 1.389 0.105
N -0.905 0.365 0.554
S -5.908 2.456 3.052
C -4.661 0.165 2.051
C -4.549 1.288 2.979
C -3.926 2.590 4.686
C -5.094 3.250 4.361
C 3.922 3.950 -1.586
C 2.951 3.792 -2.602
C 3.676 3.399 -0.339
C 1.928 2.904 -2.388
C 2.604 2.491 -0.203
C 2.056 -1.785 -2.882
C 1.217 -2.754 -2.347
C 1.770 2.221 -1.202
C 0.719 1.138 -0.854
C -0.964 -0.869 -0.001
C 1.771 -0.472 -2.498
C 0.079 -2.459 -1.603
C 0.764 -0.126 -1.495
C -0.098 -1.173 -1.078
N -3.915 -1.002 1.942
N -1.788 -1.908 0.527
C -2.716 -1.171 2.799
C -4.205 -2.044 0.847
C -1.649 -2.043 2.072
C -3.043 -2.193 -0.096
H -3.325 3.078 5.406
H -5.474 4.061 4.937
H 4.823 4.551 -1.769
H 2.974 4.334 -3.531
H 4.402 3.706 0.504
H 1.232 2.695 -3.210
H 2.503 2.023 0.764
H 2.832 -2.057 -3.570
H 1.232 -3.752 -2.676
H 2.453 0.401 -2.949
H -0.784 -3.149 -1.477
H -2.880 -1.737 3.713
H -2.214 -0.279 3.070
H -4.350 -3.018 1.359
H -5.155 -1.934 0.260
H -1.740 -3.162 2.319
H -0.705 -1.682 2.413
H -3.107 -3.194 -0.486
H -3.206 -1.482 -0.958
```

These are the Mulliken partial charges, in e, on atoms 1 to 6: atom 1 (O): -0.74, atom 2 (N): -0.36, atom 3 (N): -1.12, atom 4 (N): -0.04, atom 5 (S): -0.06, atom 6 (C): 0.58

No. 4
Formula: C3H2AgFO2
Source: the OMol25 dataset
Level of theory: ωB97M-V/def2-TZVPD

The total energy is -511.917142 Ha. As for the total charge: +2. The orbital gap (alpha / beta) comes out at 10.33 / 6.57 eV. Its multiplicity is 3. For the HOMO energy (alpha / beta), the calculation gives -0.7486 / -0.7481 hartree.

```
9
C3H2AgFO2 ωB97M-V/def2-TZVPD
H 2.056 -1.371 2.826
F -0.344 -0.933 -1.386
O -0.959 0.734 -0.134
O 2.328 -0.812 2.073
C -0.378 -0.348 -0.208
C 0.216 -1.057 0.887
C 1.508 -0.719 1.113
H -0.240 -1.982 1.245
Ag -1.968 2.042 -1.160
```

These are the Mulliken partial charges, in e, on atoms 1 to 6: atom 1 (H): 0.42, atom 2 (F): -0.12, atom 3 (O): -0.56, atom 4 (O): -0.21, atom 5 (C): 0.72, atom 6 (C): -0.14

No. 5
Formula: C3H7IN
Source: the OMol25 dataset
Level of theory: ωB97M-V/def2-TZVPD

Its relative energy (zero: lowest compared OMol25 entry of this formula, charge and spin) is 102.9 kcal per mole. The total energy is -470.539277 Ha. As for the total charge: +1. The orbital gap (alpha / beta) comes out at 8.33 / 6.80 eV. For the HOMO energy (alpha / beta), the calculation gives -0.5025 / -0.4905 hartree.

```
12
C3H7IN ωB97M-V/def2-TZVPD
C -1.072 -0.824 -0.460
C -0.583 0.546 -0.792
C 0.970 -0.365 0.935
N 0.347 -0.444 -0.330
I 1.302 2.923 1.362
H -1.719 -0.984 0.358
H -1.250 -1.625 -1.166
H -0.527 1.144 -1.830
H -0.851 1.179 0.061
H 0.421 0.123 1.825
H 1.987 -0.874 1.088
H 0.974 -0.799 -1.051
```

These are the Mulliken partial charges, in e, on atoms 1 to 6: atom 1 (C): -0.35, atom 2 (C): -0.31, atom 3 (C): -0.79, atom 4 (N): 0.15, atom 5 (I): 0.11, atom 6 (H): 0.25

Question: Which of these has the highest total energy?
Answer: C5H11NO2